{"formula": "C2H7N4S", "method": "ωB97M-V/def2-TZVPD", "species": ["C", "C", "N", "N", "N", "N", "S", "H", "H", "H", "H", "H", "H", "H"], "xyz": [[-0.42420, -0.60667, -0.29499], [1.68210, 0.19319, 0.26869], [0.13911, 0.60707, -0.32184], [-1.67355, -0.99712, -0.02561], [2.70730, 0.79969, -0.32389], [-2.78132, -0.09050, 0.06772], [1.05857, -1.62846, -0.03724], [1.46636, 0.39712, 1.24745], [-0.23786, 1.51389, -0.31437], [-2.01177, -1.94815, -0.26857], [3.35019, 1.41652, 0.26031], [3.25299, 0.56466, -1.10671], [-3.62323, -0.69336, -0.05557], [-2.90470, 0.47214, 0.90462]], "atomic_forces_ev_per_a": [[1.14, 0.53, 1.43], [-3.13, -1.09, -3.59], [1.53, -2.96, 0.29], [-0.65, 0.00, -0.27], [2.39, 2.19, 2.36], [-0.88, -0.90, -1.47], [-0.46, 1.50, -0.30], [0.36, 0.53, 2.55], [-1.06, 1.15, 0.08], [1.02, 0.86, 0.46], [-1.67, -1.17, -0.60], [-0.28, -1.10, -1.42], [0.88, 1.04, 0.12], [0.81, -0.61, 0.38]], "mulliken_charge": [0.3667, -0.1369, -0.2733, 0.0308, -0.3693, -0.5866, -0.0623, 0.4451, 0.2501, 0.2817, 0.2744, 0.2369, 0.2687, 0.2741], "fmax_ha_per_bohr": 0.09501, "e_tot_ev": -18974.2937, "total_charge": 1, "molar_mass_g_mol": 119.173, "homo_lumo_gap_ev": 9.9, "homo_ev": -13.6, "e_above_lowest_kj_mol": 140.6}



{"formula": "C20H13Cl2MnN5O7", "method": "ωB97M-V/def2-TZVPD", "species": ["Mn", "O", "C", "N", "C", "C", "C", "C", "C", "C", "N", "C", "O", "C", "C", "C", "C", "C", "N", "C", "C", "C", "C", "C", "N", "H", "H", "H", "H", "H", "H", "H", "H", "H", "H", "H", "H", "O", "N", "O", "O", "Cl", "C", "Cl", "C", "O", "O", "H"], "xyz": [[0.00468, 0.04803, 0.04680], [3.78208, 0.51357, 1.19567], [2.59675, 0.34413, 1.10296], [1.85410, 0.22081, -0.08291], [2.38006, 0.18172, -1.32793], [3.74982, 0.22573, -1.68765], [4.07922, 0.17560, -3.00966], [3.08622, 0.08581, -4.01404], [1.75620, 0.04111, -3.70747], [1.37494, 0.08342, -2.34761], [0.12064, 0.04385, -1.83800], [-1.04388, -0.03542, -2.57743], [-1.15307, -0.07182, -3.78040], [-2.25165, -0.09482, -1.67881], [-3.51777, -0.11729, -2.23374], [-4.61025, -0.16905, -1.38629], [-4.39371, -0.20604, -0.01836], [-3.09310, -0.18328, 0.45242], [-2.03902, -0.12370, -0.35580], [1.70586, 0.25010, 2.30790], [2.24950, 0.33390, 3.57450], [1.40380, 0.21587, 4.66263], [0.04993, 0.01969, 4.44058], [-0.40884, -0.04608, 3.13764], [0.39939, 0.06810, 2.08788], [4.50016, 0.29818, -0.91867], [5.12090, 0.20582, -3.30009], [3.39123, 0.05156, -5.05178], [0.99996, -0.02663, -4.47146], [-3.61041, -0.09183, -3.30982], [-5.61580, -0.18172, -1.78474], [-5.21558, -0.25261, 0.68156], [-2.89058, -0.22088, 1.51245], [3.31490, 0.48260, 3.67221], [1.79286, 0.27179, 5.67040], [-0.64727, -0.08114, 5.25986], [-1.45812, -0.19410, 2.92923], [0.29982, 3.48040, -1.09240], [0.50123, 2.82175, -0.10144], [1.44086, 2.95133, 0.65907], [-0.41059, 1.89525, 0.20343], [0.25192, -4.58776, -1.21025], [0.47142, -4.13159, 0.48739], [-0.99724, -4.45150, 1.43611], [0.85303, -2.64943, 0.60302], [1.90502, -2.36545, 1.14620], [-0.03052, -1.85468, 0.11881], [1.26573, -4.74160, 0.89803]], "atomic_forces_ev_per_a": [[0.73, -0.11, -0.29], [-0.04, -0.02, -0.04], [0.08, 0.03, 0.16], [-0.66, -0.12, -0.11], [-0.04, 0.00, -0.20], [-0.01, 0.00, 0.02], [0.01, 0.00, -0.02], [0.01, 0.00, 0.02], [-0.01, 0.00, -0.02], [0.17, 0.02, 0.11], [0.03, 0.04, 0.29], [-0.07, -0.05, -0.01], [0.01, 0.03, 0.00], [0.02, 0.02, 0.01], [-0.01, -0.01, 0.00], [0.00, 0.00, -0.01], [0.01, -0.01, 0.01], [-0.01, -0.04, 0.01], [0.04, 0.08, 0.01], [-0.01, 0.02, -0.02], [0.00, 0.01, -0.01], [0.00, -0.01, 0.00], [0.00, 0.00, 0.00], [0.00, 0.01, 0.00], [-0.03, -0.03, 0.01], [0.00, 0.00, 0.00], [0.00, 0.00, 0.00], [0.00, 0.00, 0.00], [0.00, 0.00, 0.00], [0.00, 0.00, 0.00], [0.00, 0.00, 0.00], [0.00, 0.00, 0.00], [0.00, 0.03, 0.00], [0.00, 0.00, 0.00], [0.00, 0.00, 0.00], [0.00, 0.00, 0.00], [0.00, -0.02, 0.00], [-0.01, 0.02, -0.03], [0.02, 0.02, 0.03], [0.08, 0.01, 0.02], [-0.22, 0.06, 0.02], [-0.01, 0.00, 0.00], [0.03, 0.01, -0.04], [0.00, 0.01, 0.00], [-0.03, 0.02, 0.12], [0.05, -0.01, -0.02], [-0.16, 0.02, -0.01], [0.00, 0.00, 0.00]], "mulliken_charge": [-0.7250, -0.6601, -0.1416, 1.0484, 0.1492, -1.1935, -0.5756, -0.5584, -0.9584, 0.7976, 0.7607, 0.3197, -0.6908, 0.5695, -0.7529, -0.3675, -0.8885, 0.0202, 0.4907, 0.9219, -0.9329, -0.4093, -0.9486, -0.0114, 0.7170, 0.5164, 0.4183, 0.4066, 0.5458, 0.5370, 0.4363, 0.4733, 0.2313, 0.5420, 0.4335, 0.4704, 0.1869, -0.6479, 1.1563, -0.6079, -0.4111, -0.1672, -0.1066, -0.1790, 0.3464, -0.5521, -0.3819, 0.3729], "fmax_ha_per_bohr": 0.01548, "e_tot_ev": -99097.4309, "s_squared": 0.78, "spin_multiplicity": 2, "molar_mass_g_mol": 561.196, "homo_lumo_gap_ev": [6.1, 6.1], "homo_ev": [-8.5, -8.5], "e_above_lowest_kj_mol": 0.0}



{"formula": "C28H21GeIPtTe4", "method": "ωB97M-V/def2-TZVPD", "species": ["Pt", "I", "C", "C", "C", "C", "C", "C", "C", "C", "C", "C", "H", "H", "H", "H", "H", "H", "Te", "Te", "Te", "Te", "C", "C", "C", "C", "C", "C", "Ge", "C", "C", "C", "C", "C", "C", "C", "C", "C", "C", "C", "C", "H", "H", "H", "H", "H", "H", "H", "H", "H", "H", "H", "H", "H", "H", "H"], "xyz": [[1.08217, -0.32554, 2.14508], [-0.95602, -2.49639, 2.46932], [-2.37613, -0.96714, 2.33612], [-3.68161, -1.37146, 2.33346], [-4.71485, -0.41633, 2.24571], [-4.39917, 0.90646, 2.17483], [-3.05118, 1.34184, 2.17467], [-2.76414, 2.72399, 2.09114], [-1.46933, 3.14766, 2.09479], [-0.41699, 2.21523, 2.14937], [-0.62258, 0.85401, 2.19716], [-1.98155, 0.40071, 2.24192], [-3.92484, -2.42316, 2.39984], [-5.74701, -0.74375, 2.24376], [-5.17886, 1.65779, 2.11533], [-3.58760, 3.42620, 2.02918], [-1.23869, 4.20536, 2.04119], [0.60079, 2.58784, 2.15249], [1.49971, -0.29578, 4.79358], [2.58874, 2.02737, 5.34260], [3.62894, -2.07218, 4.35474], [3.53420, -0.94268, 1.90147], [0.20407, -4.77320, -1.94017], [1.17349, -4.53854, -0.97397], [1.39733, -3.24976, -0.51153], [0.67334, -2.16251, -1.00365], [-0.28971, -2.41729, -1.97857], [-0.52676, -3.70658, -2.44196], [0.96923, -0.33783, -0.29431], [-0.40870, 0.76913, -1.17954], [-0.08625, 1.87398, -1.96331], [-1.07403, 2.68950, -2.50346], [-2.41236, 2.41260, -2.26899], [-2.75567, 1.30882, -1.49834], [-1.76257, 0.50174, -0.96411], [2.66672, 0.26767, -1.10721], [3.22931, 1.48190, -0.70517], [4.44350, 1.91747, -1.21704], [5.12991, 1.13343, -2.13499], [4.59358, -0.08142, -2.53662], [3.37382, -0.50840, -2.02434], [0.01842, -5.77950, -2.29592], [1.75081, -5.36271, -0.57108], [2.14295, -3.09437, 0.26115], [-0.86915, -1.59882, -2.39081], [-1.28681, -3.87534, -3.19609], [0.95405, 2.11047, -2.16029], [-0.79463, 3.54672, -3.10517], [-3.18378, 3.05221, -2.68108], [-3.79662, 1.08094, -1.30040], [-2.05448, -0.35391, -0.36462], [2.71499, 2.09085, 0.03255], [4.86127, 2.86180, -0.88908], [6.08408, 1.46415, -2.52719], [5.12849, -0.70187, -3.24615], [2.96816, -1.46140, -2.34631]], "atomic_forces_ev_per_a": [[0.03, 0.19, -0.58], [0.02, -0.17, 0.04], [-0.01, 0.07, -0.03], [-0.01, 0.03, -0.01], [0.02, 0.00, 0.01], [-0.01, -0.01, 0.00], [-0.02, 0.10, 0.00], [0.00, -0.05, 0.01], [0.00, 0.03, -0.01], [0.07, 0.00, 0.01], [0.00, -0.08, 0.07], [0.03, -0.09, 0.08], [0.00, 0.00, 0.00], [0.00, 0.00, 0.00], [0.00, 0.00, 0.00], [0.00, -0.01, 0.00], [0.00, 0.00, 0.01], [0.00, 0.02, -0.02], [-0.17, -0.16, 0.15], [0.07, 0.14, 0.00], [0.01, 0.15, 0.00], [0.19, -0.21, 0.16], [-0.01, 0.03, -0.01], [0.02, -0.02, 0.00], [-0.01, -0.01, 0.02], [-0.03, -0.01, 0.01], [0.01, 0.01, -0.07], [0.01, -0.03, 0.00], [-0.27, 0.12, -0.03], [-0.04, 0.01, 0.13], [0.08, 0.02, -0.03], [-0.03, 0.02, -0.02], [0.01, -0.02, 0.01], [0.00, 0.02, -0.02], [-0.01, -0.04, -0.01], [0.08, -0.07, 0.11], [0.00, 0.01, 0.01], [0.01, 0.01, -0.01], [0.00, 0.00, 0.00], [0.01, 0.00, 0.00], [-0.01, 0.02, -0.07], [0.00, 0.00, 0.00], [-0.01, 0.00, 0.00], [-0.01, 0.01, 0.01], [0.01, 0.00, 0.02], [0.00, 0.00, 0.00], [-0.01, -0.01, 0.02], [0.00, 0.00, 0.00], [0.00, 0.00, 0.00], [0.00, 0.00, 0.00], [0.00, 0.00, 0.01], [0.00, -0.01, 0.01], [0.00, 0.00, 0.00], [-0.01, 0.00, 0.00], [0.00, 0.00, 0.00], [0.00, 0.00, 0.01]], "mulliken_charge": [1.5200, 0.0015, 0.2845, -0.5912, -0.5824, -0.8593, 1.4522, -0.9840, -0.8099, -0.2155, -1.2554, 0.5840, 0.3792, 0.3847, 0.3444, 0.3314, 0.3845, 0.3434, -0.0762, -0.4810, -0.2645, -0.0067, -0.4613, -0.7074, -0.0617, 0.0701, 0.0902, -0.6674, 0.2402, -0.1160, -0.2376, -0.6778, -0.5688, -0.7817, 0.1012, -0.3856, 0.0831, -0.7369, -0.4185, -0.6908, -0.2984, 0.3515, 0.3881, 0.0375, 0.3100, 0.3848, 0.2451, 0.3893, 0.3560, 0.3858, 0.6504, 0.3829, 0.4037, 0.3589, 0.3807, 0.3164], "fmax_ha_per_bohr": 0.01184, "e_tot_ev": -126416.9879, "s_squared": 0.76, "total_charge": -1, "spin_multiplicity": 2, "molar_mass_g_mol": 1262.468, "homo_lumo_gap_ev": [5.8, 4.5], "homo_ev": [-4.0, -4.0], "e_above_lowest_kj_mol": 15.6}



{"formula": "C39H45CrN3P2SSi", "method": "ωB97M-V/def2-TZVPD", "species": ["Cr", "C", "P", "C", "N", "C", "C", "C", "C", "C", "C", "N", "C", "P", "C", "C", "C", "C", "C", "C", "C", "C", "C", "H", "H", "H", "H", "H", "H", "H", "H", "H", "H", "H", "H", "H", "H", "H", "H", "H", "H", "H", "H", "H", "H", "H", "H", "H", "H", "H", "H", "S", "C", "C", "C", "C", "C", "C", "C", "C", "C", "N", "H", "H", "H", "H", "H", "H", "C", "C", "C", "C", "C", "C", "Si", "C", "C", "C", "C", "C", "C", "H", "H", "H", "H", "H", "H", "H", "H", "H", "H", "H"], "xyz": [[0.35825, -0.46706, -0.38863], [3.06463, 1.28286, 1.64380], [1.40060, 0.56010, 1.73810], [0.34447, 1.99762, 2.20050], [0.65715, 2.68714, 3.26978], [-0.20072, 3.65235, 3.67932], [0.09971, 4.41521, 4.83263], [-0.79420, 5.34551, 5.27209], [-2.01798, 5.55817, 4.58812], [-2.32521, 4.84731, 3.46640], [-1.41081, 3.88212, 2.98300], [-1.67661, 3.21873, 1.83184], [-0.81355, 2.31836, 1.42997], [-1.02346, 1.63707, -0.26507], [-2.82409, 1.50466, -0.42058], [-0.49267, 3.07696, -1.32481], [-0.38355, 2.57031, -2.76498], [-1.49184, 4.23144, -1.26252], [0.87987, 3.54588, -0.83787], [1.40278, -0.54136, 3.24379], [2.31353, -1.73399, 2.91876], [-0.04408, -1.00390, 3.44415], [1.91826, 0.10780, 4.52933], [3.26324, 1.88932, 2.52615], [3.14542, 1.90035, 0.75061], [3.79992, 0.48176, 1.56516], [1.03578, 4.22786, 5.34238], [-0.57556, 5.93118, 6.15542], [-2.70964, 6.30030, 4.96470], [-3.24714, 4.99966, 2.92052], [-3.29753, 2.40335, -0.03229], [-3.17226, 0.64150, 0.14680], [-3.09222, 1.34278, -1.46420], [-1.33116, 2.16695, -3.13084], [0.37062, 1.79164, -2.86336], [-0.10588, 3.40405, -3.41491], [-2.47003, 3.94366, -1.64955], [-1.11958, 5.04597, -1.88905], [-1.61946, 4.61263, -0.25013], [1.59265, 2.71969, -0.79054], [0.82836, 4.01995, 0.14488], [1.27421, 4.28441, -1.53987], [2.07807, -2.20201, 1.96520], [2.20077, -2.48910, 3.70018], [3.36291, -1.43497, 2.90326], [-0.47055, -1.43561, 2.53314], [-0.68629, -0.17862, 3.76010], [-0.08300, -1.77374, 4.21758], [2.93157, 0.49407, 4.40940], [1.95045, -0.65695, 5.31047], [1.28134, 0.91800, 4.86940], [4.21337, -1.63461, -2.21870], [3.97505, -0.02323, -2.73129], [2.79803, 0.50204, -2.28123], [2.04169, -0.40895, -1.48574], [2.70940, -1.61246, -1.38172], [2.10262, -2.74234, -0.71566], [2.61475, -4.03818, -0.67578], [1.90705, -5.02102, -0.01803], [0.69572, -4.70588, 0.59310], [0.24418, -3.41088, 0.50914], [0.92546, -2.44623, -0.12353], [4.72006, 0.46079, -3.34533], [2.49251, 1.50736, -2.53315], [3.54929, -4.26183, -1.17242], [2.28665, -6.03392, 0.01364], [0.11000, -5.45274, 1.10989], [-0.69897, -3.12077, 0.95625], [-5.30869, -1.48755, -1.91160], [-4.43929, -2.01173, -0.96453], [-3.06890, -1.93950, -1.17432], [-2.53146, -1.36042, -2.32823], [-3.42728, -0.84291, -3.26746], [-4.79985, -0.90425, -3.06427], [-0.66586, -1.18715, -2.54370], [0.05152, -2.81582, -3.16057], [-0.48212, -4.05233, -2.78915], [0.09992, -5.24131, -3.20847], [1.23271, -5.21528, -4.01078], [1.77226, -3.99663, -4.40045], [1.18484, -2.81235, -3.97894], [-6.37870, -1.53826, -1.75498], [-4.82999, -2.47527, -0.06652], [-2.40459, -2.35123, -0.41796], [-3.04664, -0.39002, -4.17765], [-5.47512, -0.50198, -3.80962], [-0.47114, -0.21501, -3.65205], [-1.37889, -4.09272, -2.18000], [-0.33730, -6.18969, -2.91950], [1.68369, -6.14144, -4.34568], [2.64528, -3.96892, -5.04136], [1.61330, -1.86677, -4.29941]], "atomic_forces_ev_per_a": [[-0.02, 0.00, 0.11], [0.01, -0.04, -0.03], [-0.09, -0.07, 0.03], [-0.01, 0.03, 0.04], [0.01, -0.06, 0.03], [0.01, -0.02, -0.03], [0.01, 0.01, 0.02], [0.03, 0.00, 0.02], [-0.03, 0.01, -0.02], [-0.02, 0.01, 0.01], [0.02, -0.02, -0.03], [0.02, -0.01, 0.02], [0.02, 0.08, 0.03], [0.10, -0.05, -0.06], [-0.03, -0.06, 0.01], [-0.04, 0.03, -0.05], [-0.04, 0.02, 0.00], [-0.02, 0.01, 0.01], [0.00, 0.03, 0.01], [0.01, 0.00, 0.03], [0.01, 0.00, -0.01], [0.00, 0.02, -0.01], [0.02, 0.00, -0.04], [0.00, 0.01, 0.01], [-0.01, 0.01, -0.02], [-0.01, 0.01, -0.01], [-0.02, 0.01, 0.00], [0.00, -0.01, -0.01], [0.01, -0.01, -0.01], [0.01, 0.00, 0.01], [0.01, 0.04, -0.01], [0.00, -0.01, -0.02], [-0.01, -0.01, -0.01], [0.02, 0.00, 0.01], [-0.02, -0.02, -0.01], [-0.01, -0.01, 0.01], [0.01, 0.00, -0.01], [0.01, -0.01, 0.02], [-0.01, 0.00, 0.00], [0.04, -0.03, 0.00], [0.00, -0.02, -0.02], [0.00, -0.01, 0.01], [0.00, 0.00, 0.02], [0.01, 0.02, 0.01], [-0.01, 0.00, -0.01], [0.02, -0.01, -0.01], [0.01, -0.01, -0.01], [0.00, 0.01, 0.01], [-0.02, 0.00, 0.00], [-0.01, 0.01, -0.02], [-0.03, 0.05, 0.01], [-0.03, 0.01, -0.01], [0.01, 0.01, 0.00], [0.04, 0.00, -0.01], [-0.02, -0.01, 0.01], [0.01, 0.06, -0.04], [0.01, -0.03, 0.00], [-0.01, -0.04, 0.02], [0.05, 0.01, -0.02], [-0.04, -0.02, 0.01], [-0.02, -0.02, -0.04], [0.01, 0.04, -0.02], [-0.02, -0.02, 0.03], [0.02, 0.01, 0.01], [-0.01, 0.01, 0.00], [0.00, 0.01, 0.00], [0.01, 0.02, -0.01], [-0.01, 0.00, 0.02], [0.00, 0.00, 0.01], [-0.01, -0.01, 0.01], [-0.03, 0.00, -0.03], [0.01, 0.06, 0.07], [0.00, -0.02, -0.05], [-0.01, 0.01, 0.00], [0.01, -0.03, -0.09], [0.00, 0.01, 0.01], [0.02, 0.01, -0.03], [-0.01, 0.00, 0.00], [0.00, -0.02, 0.00], [0.01, 0.00, 0.00], [0.00, 0.04, 0.00], [0.02, 0.00, 0.00], [0.00, 0.01, -0.02], [0.01, -0.01, 0.01], [-0.01, -0.01, 0.03], [0.02, -0.01, 0.02], [-0.01, -0.03, -0.01], [-0.02, 0.00, 0.02], [0.00, 0.01, 0.00], [-0.01, 0.02, 0.01], [-0.01, 0.00, 0.01], [0.00, -0.02, 0.02]], "mulliken_charge": [-1.0665, -1.7432, 1.3727, -0.3258, -0.2461, 0.2343, -0.5930, -0.5894, -0.5338, -0.5598, 0.2011, -0.2148, -0.1288, 1.5265, -1.6040, 1.7209, -1.4644, -1.8058, -1.5494, 1.8073, -2.1676, -1.7273, -1.7756, 0.4668, 0.3515, 0.4453, 0.4807, 0.4092, 0.4127, 0.4796, 0.5624, 0.4663, 0.3685, 0.2946, 0.0015, 0.5904, 0.3434, 0.4861, 0.3266, -0.0416, 0.3130, 0.5921, 0.5135, 0.5538, 0.3789, 0.1295, 0.3183, 0.5376, 0.3722, 0.4882, 0.3443, -0.2132, -0.6063, -0.8214, 1.0185, -0.7441, 1.1261, -0.9861, -1.0687, -1.0780, -0.9243, 2.1163, 0.4981, 0.2606, 0.5367, 0.4448, 0.5486, 0.2228, -0.5178, -0.8058, -0.2087, 0.3891, -0.6385, -0.6121, 1.8499, 0.3921, -0.4042, -0.6699, -0.5719, -0.7219, -0.1700, 0.4080, 0.4227, 0.4497, 0.4034, 0.4301, -0.4734, 0.3138, 0.4474, 0.4137, 0.4376, 0.3534], "fmax_ha_per_bohr": 0.00243, "e_tot_ev": -111351.9344, "s_squared": 3.89, "total_charge": 1, "spin_multiplicity": 4, "molar_mass_g_mol": 729.907, "homo_lumo_gap_ev": [6.9, 6.5], "homo_ev": [-10.4, -9.9]}